Record 1
Molecular formula: C5H13N2O4
Method: DFT, wB97M-V/def2-TZVPD

The geometry in ORCA input format:
```
! RIJCOSX wB97M-V def2-TZVPD def2/J DEFGRID3
* xyz 1 1
C 0.217 -0.948 1.418
C -0.527 -2.918 2.659
C 0.201 -1.630 2.753
C 0.450 0.583 -0.419
C -0.264 1.915 -3.002
N 1.065 -0.334 0.744
N -1.365 1.890 -2.356
O 0.718 1.880 0.076
O -0.764 0.230 -0.623
O 0.371 0.748 -3.340
O 0.399 2.995 -3.229
H -0.796 -0.994 0.934
H -0.791 -3.357 3.701
H -1.403 -2.922 1.996
H 0.125 -3.773 2.293
H -0.124 -0.709 3.346
H 1.229 -1.762 3.135
H 1.122 0.439 -1.257
H 2.109 -0.174 1.011
H -1.717 2.790 -2.177
H -0.095 2.271 0.527
H -1.326 1.117 -1.414
H -0.077 -0.111 -3.254
H 1.243 2.773 -3.521
*
```

Calculated values
- Kohn-Sham gap: 11.2186 eV
- HOMO level: -14.033 eV
- Strongest force on any atom: 3.619 eV/Å

Atom charges from the Mulliken analysis, given in e for atoms 1 to 6: -0.14 -1.11 -0.33 -0.05 0.74 -0.06

Record 2
Molecular formula: C22H35FN4O3S
Method: DFT, wB97M-V/def2-TZVPD

The geometry in ORCA input format:
```
! RIJCOSX wB97M-V def2-TZVPD def2/J DEFGRID3
* xyz 0 1
C 4.098 2.178 -0.701
C 2.754 1.535 -1.029
C 2.681 1.074 -2.469
S 1.041 0.377 -2.807
O 1.070 -0.204 -4.120
O 0.664 -0.479 -1.714
N 0.083 1.759 -2.750
C -0.198 2.343 -4.050
C -1.295 1.589 -4.802
C -2.539 1.430 -3.932
C -2.169 0.785 -2.596
C -3.395 0.651 -1.696
O -4.411 1.294 -1.871
N -3.255 -0.252 -0.706
C -4.331 -0.544 0.212
C -3.934 -0.342 1.672
C -2.920 -1.382 2.152
N -1.600 -1.216 1.556
C -0.827 -2.449 1.634
C 0.549 -2.243 0.994
N 1.281 -1.181 1.650
C 2.085 -1.418 2.747
C 2.884 -0.387 3.265
C 3.748 -0.600 4.318
C 3.838 -1.863 4.873
F 4.684 -2.077 5.910
C 3.082 -2.909 4.383
C 2.213 -2.685 3.333
C 0.512 0.039 1.539
C -0.863 -0.136 2.192
C -1.099 1.649 -1.919
H 4.121 2.496 0.337
H 4.908 1.470 -0.860
H 4.272 3.047 -1.331
H 2.591 0.672 -0.383
H 1.947 2.249 -0.854
H 3.399 0.288 -2.688
H 2.805 1.890 -3.175
H 0.731 2.323 -4.621
H -0.492 3.384 -3.882
H -1.540 2.129 -5.718
H -0.908 0.606 -5.073
H -3.281 0.817 -4.444
H -2.995 2.403 -3.734
H -1.734 -0.205 -2.765
H -2.368 -0.698 -0.512
H -5.154 0.125 -0.053
H -4.661 -1.580 0.065
H -3.542 0.666 1.802
H -4.830 -0.434 2.288
H -3.290 -2.373 1.873
H -2.858 -1.349 3.254
H -1.367 -3.231 1.095
H -0.702 -2.770 2.684
H 1.124 -3.167 1.008
H 0.418 -1.934 -0.048
H 2.848 0.597 2.824
H 4.356 0.201 4.707
H 3.167 -3.888 4.828
H 1.624 -3.515 2.979
H 1.026 0.876 2.005
H 0.383 0.241 0.473
H -1.430 0.791 2.086
H -0.722 -0.334 3.272
H -0.792 1.213 -0.969
H -1.485 2.658 -1.743
*
```

Calculated values
- Kohn-Sham gap: 8.1661 eV
- SMILES: CCCS(=O)(=O)N1CCC[C@H](C(=O)NCCCN2CCN(c3ccc(F)cc3)CC2)C1
- HOMO level: -7.609 eV
- Strongest force on any atom: 1.018 eV/Å

Atom charges from the Mulliken analysis, given in e for atoms 1 to 6: -1.55 0.42 -0.84 0.91 -0.72 -0.56

Record 3
Molecular formula: C3H3NO
Method: DFT, wB97M-V/def2-TZVPD

The geometry in ORCA input format:
```
! RIJCOSX wB97M-V def2-TZVPD def2/J DEFGRID3
* xyz 0 1
C 0.464 -0.613 -0.142
C 0.761 0.750 0.046
N -0.298 1.478 0.262
O -1.343 0.580 0.276
C -0.881 -0.658 0.049
H 1.186 -1.266 -0.572
H 1.762 1.153 -0.002
H -1.652 -1.423 0.083
*
```

Calculated values
- Kohn-Sham gap: 11.1090 eV
- SMILES: c1cnoc1
- HOMO level: -10.061 eV
- Strongest force on any atom: 0.941 eV/Å

Atom charges from the Mulliken analysis, given in e for atoms 1 to 6: -0.29 -0.11 -0.34 -0.13 -0.23 0.34

Record 4
Molecular formula: C3H6NO2
Method: DFT, wB97M-V/def2-TZVPD

The geometry in ORCA input format:
```
! RIJCOSX wB97M-V def2-TZVPD def2/J DEFGRID3
* xyz 1 1
C 2.192 -0.255 -0.038
C -1.742 -1.200 -0.340
C 0.440 1.608 0.086
N -0.671 -1.033 0.382
O 2.738 -1.240 0.024
O 1.726 0.827 -0.034
H -1.975 -0.357 -0.986
H -2.498 -1.990 -0.381
H -0.384 0.900 0.259
H 0.256 2.119 -0.790
H 0.613 2.402 0.755
H -0.694 -1.781 1.063
*
```

Calculated values
- Kohn-Sham gap: 11.1646 eV
- HOMO level: -15.164 eV
- Strongest force on any atom: 3.000 eV/Å

Atom charges from the Mulliken analysis, given in e for atoms 1 to 6: 0.78 -0.19 -0.40 -0.50 -0.13 -0.15

Record 5
Molecular formula: C6H9N
Method: DFT, wB97M-V/def2-TZVPD

The geometry in ORCA input format:
```
! RIJCOSX wB97M-V def2-TZVPD def2/J DEFGRID3
* xyz 0 1
C -0.392 2.059 1.428
C -0.617 1.351 0.112
C -1.662 1.368 -0.668
C 0.484 0.482 -0.505
C 0.572 -0.884 0.135
C -0.144 -2.029 -0.460
N 1.301 -1.882 -0.642
H -1.195 1.863 2.141
H -0.332 3.141 1.280
H 0.551 1.738 1.881
H 1.431 1.024 -0.396
H 0.326 0.339 -1.579
H 0.696 -0.894 1.219
H -0.738 -1.869 -1.359
H -0.513 -2.810 0.202
H 1.806 -2.519 -0.032
*
```

Calculated values
- Kohn-Sham gap: 9.6805 eV
- HOMO level: -9.655 eV
- Strongest force on any atom: 0.731 eV/Å

Atom charges from the Mulliken analysis, given in e for atoms 1 to 6: -1.21 0.75 -0.44 -1.04 0.14 -0.51

Record 6
Molecular formula: C4H12N3O
Method: DFT, wB97M-V/def2-TZVPD

The geometry in ORCA input format:
```
! RIJCOSX wB97M-V def2-TZVPD def2/J DEFGRID3
* xyz 1 1
N -1.982 -0.954 -0.296
C -0.905 -0.728 -1.366
N 0.447 -0.529 -1.422
N -1.476 -0.104 -2.434
H -2.230 0.025 -0.475
H -2.605 -1.456 -0.942
H 0.813 -0.926 -0.550
H 0.710 -1.142 -2.201
H -0.763 0.268 -3.056
H -2.178 -0.692 -2.881
C 0.329 -0.649 1.511
C 1.236 0.322 1.642
O 2.569 0.001 1.556
C 0.896 1.763 1.850
H -0.703 -0.547 1.816
H 0.407 -1.450 0.786
H 2.987 0.409 0.787
H -0.183 1.821 1.983
H 1.450 2.183 2.692
H 1.180 2.386 0.998
*
```

Calculated values
- Kohn-Sham gap: 7.0528 eV
- HOMO level: -12.495 eV
- Strongest force on any atom: 4.128 eV/Å

Atom charges from the Mulliken analysis, given in e for atoms 1 to 6: -0.43 0.47 -0.40 -0.40 0.32 0.30

Record 7
Molecular formula: C16H25N3O
Method: DFT, wB97M-V/def2-TZVPD

The geometry in ORCA input format:
```
! RIJCOSX wB97M-V def2-TZVPD def2/J DEFGRID3
* xyz 0 1
C 2.411 4.848 -4.320
C 2.012 3.440 -4.742
C 0.692 3.010 -4.105
C 0.288 1.600 -4.529
C -1.096 1.188 -4.025
C -1.233 1.111 -2.504
C -0.396 -0.003 -1.877
C -0.462 0.072 -0.358
O -0.526 1.106 0.259
N -0.417 -1.161 0.238
N -0.439 -1.276 1.579
C -0.360 -2.398 2.179
C -0.209 -3.738 1.496
C -0.426 -2.350 3.639
C -0.750 -3.466 4.411
C -0.817 -3.382 5.785
C -0.553 -2.179 6.441
N -0.541 -2.114 7.816
C -0.237 -1.057 5.670
C -0.180 -1.141 4.300
H 3.351 5.137 -4.784
H 1.648 5.565 -4.617
H 2.529 4.904 -3.240
H 2.798 2.738 -4.452
H 1.920 3.399 -5.830
H 0.794 3.056 -3.020
H -0.093 3.712 -4.396
H 1.041 0.889 -4.185
H 0.278 1.552 -5.622
H -1.829 1.908 -4.397
H -1.349 0.213 -4.452
H -0.947 2.057 -2.047
H -2.282 0.936 -2.256
H 0.654 0.123 -2.155
H -0.730 -0.979 -2.236
H -0.355 -1.991 -0.351
H 0.296 -4.440 2.151
H 0.384 -3.647 0.585
H -1.187 -4.144 1.232
H -0.983 -4.410 3.941
H -1.077 -4.255 6.367
H -0.612 -1.198 8.227
H -1.026 -2.844 8.312
H -0.037 -0.117 6.166
H 0.054 -0.274 3.704
*
```

Calculated values
- Kohn-Sham gap: 8.2455 eV
- SMILES: CCCCCCCC(=O)N/N=C(\C)c1ccc(N)cc1
- HOMO level: -7.560 eV
- Strongest force on any atom: 1.169 eV/Å

Atom charges from the Mulliken analysis, given in e for atoms 1 to 6: -1.29 -0.41 -0.45 -0.62 -0.92 -0.60

Record 8
Molecular formula: C4H2O
Method: DFT, wB97M-V/def2-TZVPD

The geometry in ORCA input format:
```
! RIJCOSX wB97M-V def2-TZVPD def2/J DEFGRID3
* xyz 0 1
C -0.631 -1.070 0.031
C 1.018 0.670 0.066
C -0.259 0.261 -0.066
C 0.622 -1.586 0.031
O 1.794 -0.341 -0.046
H -1.459 -1.704 -0.060
H 1.507 1.697 0.148
*
```

Calculated values
- Kohn-Sham gap (spin up / spin down): 7.0152 / 6.8984 eV
- HOMO level (spin up / spin down): -8.877 / -8.858 eV
- Strongest force on any atom: 3.964 eV/Å

Atom charges from the Mulliken analysis, given in e for atoms 1 to 6: 0.08 0.03 -0.32 -0.31 -0.24 0.43

Record 9
Molecular formula: C4H11BrNO2
Method: DFT, wB97M-V/def2-TZVPD

The geometry in ORCA input format:
```
! RIJCOSX wB97M-V def2-TZVPD def2/J DEFGRID3
* xyz 1 1
C -0.336 -1.998 0.709
O 0.669 -1.020 0.460
C 0.330 0.016 -0.271
N 0.453 -0.219 -1.773
C 1.536 1.295 0.143
Br 2.552 1.738 -1.458
O -0.933 0.536 -0.203
C -1.594 0.971 1.056
H -0.083 -2.997 0.130
H -1.261 -1.621 0.323
H -0.510 -2.247 1.777
H 0.805 -1.103 -1.984
H 1.008 0.426 -2.425
H -0.614 -0.205 -1.857
H 2.235 0.833 0.835
H 0.915 2.094 0.442
H -1.741 0.233 1.851
H -2.447 1.579 0.587
H -0.984 1.689 1.656
*
```

Calculated values
- Kohn-Sham gap: 11.1105 eV
- SMILES: COC([NH3+])(CBr)OC
- HOMO level: -14.153 eV
- Strongest force on any atom: 6.248 eV/Å

Atom charges from the Mulliken analysis, given in e for atoms 1 to 6: -0.78 -0.37 0.60 -0.16 -0.60 -0.17

Record 10
Molecular formula: C10H9ClIMnNO
Method: DFT, wB97M-V/def2-TZVPD

The geometry in ORCA input format:
```
! RIJCOSX wB97M-V def2-TZVPD def2/J DEFGRID3
* xyz 0 6
Mn -0.916 0.214 -1.863
C -0.851 0.149 -4.429
H 0.219 0.364 -4.330
H -0.999 -0.860 -4.820
H -1.265 0.857 -5.156
H -1.509 0.299 -3.472
H -2.296 -0.486 -2.359
Cl 1.953 0.043 4.386
C 1.406 0.534 2.855
C 1.827 1.747 2.316
C 1.402 2.181 1.051
I 2.066 3.995 0.329
C 0.593 1.329 0.231
O 0.328 1.594 -1.008
C 0.117 0.093 0.832
N -0.673 -0.673 0.031
C -1.158 -1.840 0.514
C -0.778 -2.327 1.778
C 0.075 -1.595 2.571
C 0.534 -0.343 2.135
H 2.491 2.378 2.865
H -1.840 -2.402 -0.117
H -1.171 -3.293 2.116
H 0.445 -1.959 3.543
*
```

Calculated values
- Kohn-Sham gap (spin up / spin down): 6.9069 / 7.0024 eV
- HOMO level (spin up / spin down): -7.472 / -7.670 eV
- Strongest force on any atom: 3.066 eV/Å

Atom charges from the Mulliken analysis, given in e for atoms 1 to 6: 0.20 -0.93 0.21 0.32 0.33 0.42

Record 11
Molecular formula: CH5IN2
Method: DFT, wB97M-V/def2-TZVPD

The geometry in ORCA input format:
```
! RIJCOSX wB97M-V def2-TZVPD def2/J DEFGRID3
* xyz 0 1
C 0.796 -1.690 -0.153
N 0.974 -0.443 0.024
I 2.939 0.307 0.237
H 1.564 -2.362 -0.355
H -0.240 -1.717 -0.402
N -1.594 1.418 0.433
H -0.585 1.137 0.272
H -2.231 0.998 -0.189
H -1.624 2.353 0.133
*
```

Calculated values
- Kohn-Sham gap: 9.3459 eV
- SMILES: C=NI.N
- HOMO level: -9.602 eV
- Strongest force on any atom: 3.555 eV/Å

Atom charges from the Mulliken analysis, given in e for atoms 1 to 6: -0.20 -0.45 0.04 0.27 0.27 -0.65

Record 12
Molecular formula: C19H20O2Si
Method: DFT, wB97M-V/def2-TZVPD

The geometry in ORCA input format:
```
! RIJCOSX wB97M-V def2-TZVPD def2/J DEFGRID3
* xyz 0 1
C 2.468 1.853 -0.406
Si 1.343 0.766 -1.464
C 1.832 -1.015 -1.212
C 1.658 1.134 -3.273
O -0.312 1.045 -1.151
C -1.094 0.477 -0.087
C -2.079 1.588 0.431
O -3.261 1.548 0.182
C -1.437 2.719 1.220
C -0.123 2.418 2.007
C 0.238 0.975 2.081
C 0.983 0.392 3.101
C 1.067 -0.999 3.187
C 0.465 -1.831 2.273
C -0.179 -1.260 1.191
C -0.251 0.126 1.112
C -1.021 -1.895 0.158
C -1.291 -3.239 -0.178
C -2.217 -3.496 -1.177
C -2.726 -2.483 -1.966
C -2.457 -1.158 -1.678
C -1.647 -0.869 -0.566
H 3.527 1.635 -0.609
H 2.217 2.880 -0.659
H 2.296 1.736 0.652
H 1.060 -1.579 -1.705
H 2.797 -1.145 -1.738
H 1.954 -1.267 -0.164
H 0.708 0.990 -3.783
H 2.390 0.413 -3.638
H 1.974 2.167 -3.490
H -1.188 3.517 0.530
H -2.192 3.137 1.918
H 0.776 2.940 1.639
H -0.258 2.768 3.055
H 1.542 0.987 3.796
H 1.660 -1.438 3.990
H 0.532 -2.895 2.383
H -0.894 -4.049 0.422
H -2.548 -4.510 -1.369
H -3.449 -2.721 -2.748
H -2.862 -0.365 -2.265
*
```

Calculated values
- Kohn-Sham gap: 8.7942 eV
- SMILES: C[Si](C)(C)O[C@]12C(=O)CCc3cccc(c31)-c1ccccc12
- HOMO level: -8.465 eV
- Strongest force on any atom: 1.423 eV/Å

Atom charges from the Mulliken analysis, given in e for atoms 1 to 6: -1.08 0.60 -0.99 -1.21 -0.49 2.78

Record 13
Molecular formula: C15H18N4O2S
Method: DFT, wB97M-V/def2-TZVPD

The geometry in ORCA input format:
```
! RIJCOSX wB97M-V def2-TZVPD def2/J DEFGRID3
* xyz 0 1
C -1.504 -3.448 -0.555
C -2.901 -3.127 -0.034
C -3.655 -2.143 -0.950
C -3.741 -0.773 -0.392
N -4.841 -0.133 -0.127
N -4.544 1.094 0.341
C -3.250 1.212 0.327
N -2.667 0.047 -0.124
N -1.361 -0.274 -0.101
C -0.488 0.663 -0.141
C 0.911 0.281 0.007
C 1.246 -0.881 0.698
C 2.569 -1.242 0.847
C 3.603 -0.479 0.311
O 4.922 -0.800 0.462
C 5.265 -1.962 1.179
C 3.274 0.685 -0.416
O 4.131 1.548 -1.024
C 5.506 1.261 -1.158
C 1.938 1.043 -0.542
C -0.860 2.109 -0.315
S -2.247 2.534 0.823
H -1.565 -3.932 -1.527
H -0.993 -4.122 0.129
H -0.917 -2.539 -0.653
H -3.474 -4.052 0.041
H -2.828 -2.707 0.970
H -3.161 -2.102 -1.924
H -4.684 -2.467 -1.103
H 0.467 -1.484 1.133
H 2.798 -2.136 1.403
H 6.354 -2.001 1.158
H 4.862 -2.862 0.706
H 4.926 -1.909 2.218
H 5.670 0.309 -1.667
H 6.014 1.249 -0.193
H 5.903 2.071 -1.769
H 1.732 1.933 -1.116
H -1.198 2.310 -1.335
H -0.046 2.777 -0.052
*
```

Calculated values
- Kohn-Sham gap: 8.4472 eV
- SMILES: CCCc1nnc2n1N=C(c1ccc(OC)c(OC)c1)CS2
- HOMO level: -8.413 eV
- Strongest force on any atom: 1.447 eV/Å

Atom charges from the Mulliken analysis, given in e for atoms 1 to 6: -1.09 -0.42 -0.72 0.72 -0.48 -0.70

Record 14
Molecular formula: C31H50HgN2OPS
Method: DFT, wB97M-V/def2-TZVPD

The geometry in ORCA input format:
```
! RIJCOSX wB97M-V def2-TZVPD def2/J DEFGRID3
* xyz -2 2
Hg -0.330 0.382 0.868
O 2.263 0.085 -0.148
P 3.193 0.953 -0.926
C 2.056 2.067 -1.979
C 0.868 1.360 -2.634
C 1.046 1.010 -4.105
C 1.555 2.212 -4.891
C 2.906 2.637 -4.330
C 2.741 3.092 -2.885
C 4.066 -0.333 -2.369
C 5.303 -0.833 -1.643
C 4.940 -1.830 -0.543
C 3.903 -2.859 -1.011
C 3.788 -2.844 -2.527
C 3.251 -1.481 -2.957
C 3.799 2.513 0.317
C 4.412 1.808 1.518
C 3.362 1.439 2.561
C 2.594 2.667 3.029
C 1.932 3.350 1.840
C 2.970 3.707 0.782
H 1.622 2.620 -1.134
H -0.017 2.000 -2.551
H 0.658 0.450 -2.062
H 0.085 0.674 -4.508
H 1.760 0.197 -4.212
H 0.850 3.043 -4.793
H 1.643 1.961 -5.956
H 3.327 3.455 -4.928
H 3.597 1.796 -4.386
H 2.139 4.011 -2.900
H 3.720 3.338 -2.465
H 4.390 0.364 -3.148
H 5.810 0.026 -1.187
H 6.012 -1.290 -2.348
H 4.520 -1.269 0.290
H 5.851 -2.332 -0.197
H 2.928 -2.594 -0.600
H 4.159 -3.860 -0.650
H 3.112 -3.632 -2.872
H 4.766 -3.038 -2.979
H 2.217 -1.408 -2.612
H 3.246 -1.427 -4.053
H 4.623 2.912 -0.292
H 5.176 2.450 1.990
H 4.913 0.897 1.165
H 3.848 0.951 3.414
H 2.659 0.731 2.118
H 3.278 3.370 3.518
H 1.834 2.370 3.753
H 1.416 4.262 2.168
H 1.174 2.680 1.417
H 3.668 4.436 1.228
H 2.492 4.211 -0.065
S 0.075 -0.088 5.954
C -0.192 0.347 4.438
N -0.408 0.718 3.351
C -4.428 1.798 0.730
C -4.955 0.554 0.013
C -4.634 0.631 -1.481
C -4.397 -0.725 0.602
C -5.288 -1.653 1.085
C -4.875 -2.858 1.631
C -3.520 -3.146 1.644
C -2.576 -2.279 1.142
C -1.132 -2.715 1.071
C -0.802 -3.109 -0.373
C -0.726 -3.827 2.036
C -2.975 -0.992 0.604
N -2.209 -0.086 0.032
H -4.861 2.703 0.299
H -3.347 1.828 0.622
H -4.666 1.763 1.791
H -6.051 0.527 0.136
H -3.552 0.608 -1.580
H -5.029 1.547 -1.923
H -5.054 -0.225 -2.007
H -6.353 -1.422 1.065
H -5.599 -3.562 2.029
H -3.214 -4.103 2.051
H -0.488 -1.853 1.333
H -1.391 -3.980 -0.665
H 0.257 -3.341 -0.485
H -1.051 -2.285 -1.041
H -1.184 -4.778 1.766
H -1.011 -3.569 3.054
H 0.356 -3.953 2.005
*
```

Calculated values
- Kohn-Sham gap (spin up / spin down): 4.3236 / 5.6738 eV
- HOMO level (spin up / spin down): 0.299 / -1.088 eV
- Strongest force on any atom: 3.011 eV/Å

Atom charges from the Mulliken analysis, given in e for atoms 1 to 6: 1.47 -0.61 0.04 0.18 -0.71 -0.25